Density functional theory data (wB97M-V/def2-TZVPD) for a molecular structure, CI2NO2.

HOMO = -0.13531 Ha
LUMO = 0.1137 Eh
energy above the lowest of the compared OMol25 structures with the same formula, charge and spin = 0.247 eV
charge = -1

Each line ends with the Mulliken charge.
Positions of all 6 atoms, in Å:
C: 0.165 -0.145 0.436  0.827
N: -0.438 -0.021 -1.516  -0.682
O: -0.309 -1.183 0.719  -0.488
O: 0.677 0.923 0.640  -0.537
I: -0.015 -1.749 -2.346  -0.022
I: 0.457 1.803 -2.242  -0.099

=====

Density functional theory data (wB97M-V/def2-TZVPD) for 2 unconnected molecules or ions with the total composition C3H8N2O.

HOMO = -0.34347 Ha
LUMO = 0.0378 Eh
energy above the lowest of the compared OMol25 structures with the same formula, charge and spin = 2.286 eV

Each line ends with the Mulliken charge.
Positions of all 14 atoms, in Å:
O: -1.209 1.639 1.812  -0.452
C: -1.707 1.798 0.734  0.127
C: -2.374 0.686 -0.092  -0.829
H: -1.547 2.794 0.265  0.328
H: -2.286 -0.259 0.466  0.246
H: -3.414 0.951 -0.249  0.303
H: -1.822 0.513 -1.022  0.268
N: 2.465 -0.455 -1.085  -0.533
C: 1.864 -1.523 -0.339  0.127
N: 0.884 -2.114 -0.881  -0.614
H: 3.369 -0.429 -0.623  0.241
H: 2.527 -0.564 -2.085  0.263
H: 2.234 -1.378 0.673  0.290
H: 0.636 -3.029 -0.518  0.235

=====

Density functional theory data (wB97M-V/def2-TZVPD) for 2 unconnected molecules or ions with the total composition C5H14N2.

HOMO = -0.27435 Ha
LUMO = 0.0333 Eh
energy above the lowest of the compared OMol25 structures with the same formula, charge and spin = 3.460 eV

Each line ends with the Mulliken charge.
Positions of all 21 atoms, in Å:
C: 0.775 0.779 0.335  0.828
C: 1.597 1.541 -0.671  -1.333
C: 1.195 -0.451 0.792  -1.093
C: -0.169 1.615 1.159  -1.353
H: -0.627 0.146 -0.863  -0.035
H: 0.953 2.006 -1.421  0.307
H: 0.906 -0.767 1.788  0.357
H: -0.802 2.232 0.518  0.304
H: 2.309 0.896 -1.186  0.374
H: 2.165 2.337 -0.181  0.375
H: 2.155 -0.835 0.462  0.350
H: 0.230 -1.462 0.055  0.432
H: -0.803 0.985 1.781  0.374
H: 0.391 2.288 1.815  0.407
N: -1.696 -2.043 0.501  -0.481
C: -1.048 -0.814 -1.387  -0.422
N: -0.721 -1.905 -0.554  -0.451
H: -2.636 -1.966 0.116  0.217
H: -1.580 -2.978 0.881  0.217
H: -2.113 -0.737 -1.626  0.383
H: -0.481 -0.865 -2.316  0.243

=====

Density functional theory data (wB97M-V/def2-TZVPD) for a molecular structure, C6H13FGaI2NO2P.

HOMO = -0.17783 Ha
LUMO = 0.0811 Eh
energy above the lowest of the compared OMol25 structures with the same formula, charge and spin = 0.000 eV
charge = -1

Each line ends with the Mulliken charge.
Positions of all 27 atoms, in Å:
C: -1.841 0.204 -1.538  -1.174
C: -0.605 0.926 -1.984  0.066
I: 1.078 0.175 -0.937  -0.011
C: -0.411 1.930 -2.831  -0.053
I: -2.158 2.715 -3.756  -0.095
Ga: 1.239 2.956 -3.398  0.350
F: 0.984 3.373 -5.150  -0.474
P: 1.139 5.003 -2.156  0.253
O: 2.011 5.038 -0.922  -0.683
H: -2.669 0.404 -2.217  0.387
H: -2.124 0.521 -0.532  0.281
H: -1.669 -0.870 -1.478  0.315
H: 2.623 2.249 -3.200  -0.191
H: 1.370 6.123 -3.007  0.021
H: -0.216 5.329 -1.857  0.010
C: -1.006 -2.899 1.913  0.130
O: -1.237 -1.876 1.306  -0.544
N: -0.013 -3.016 2.826  0.113
C: 0.251 -4.245 3.530  -0.907
C: 0.813 -1.845 3.072  -0.813
H: -1.577 -3.833 1.769  0.254
H: 0.149 -4.118 4.611  0.325
H: 1.258 -4.616 3.324  0.328
H: -0.463 -5.001 3.206  0.289
H: 0.209 -1.013 3.436  0.278
H: 1.299 -1.514 2.154  0.179
H: 1.566 -2.100 3.815  0.366

=====

Density functional theory data (wB97M-V/def2-TZVPD) for a molecular structure, C44H40AsBrCrN3O2Si.

HOMO (spin up / spin down) = -0.27142 / -0.27665 Ha
spin multiplicity = 4
LUMO (spin up / spin down) = 0.0099 / -0.0005 Eh
energy above the lowest of the compared OMol25 structures with the same formula, charge and spin = 0.275 eV
expectation value of S² = 3.777

Each line ends with the Löwdin spin population.
Positions of all 93 atoms, in Å:
Cr: 0.074 -1.830 0.423  2.832
O: -0.235 -3.696 0.185  0.028
C: 0.576 -4.699 0.246  0.006
C: 0.072 -6.006 0.039  0.002
C: 0.881 -7.109 0.129  0.004
C: 2.248 -6.976 0.417  0.006
C: 2.770 -5.723 0.596  0.003
C: 1.971 -4.566 0.510  0.007
C: 2.592 -3.297 0.698  0.018
N: 2.022 -2.145 0.641  -0.016
C: 2.841 -0.965 0.857  0.002
C: 2.119 0.244 0.274  0.001
N: 0.720 0.347 0.757  -0.008
C: 0.743 0.827 2.176  0.001
C: -0.432 0.434 3.064  0.003
C: -1.019 1.311 3.967  0.000
C: -1.936 0.886 4.916  0.002
C: -2.243 -0.464 5.006  0.000
C: -1.642 -1.366 4.150  0.002
C: -0.730 -0.950 3.162  0.004
O: -0.152 -1.841 2.390  0.047
H: -0.984 -6.096 -0.181  0.000
H: 0.462 -8.096 -0.024  0.000
H: 2.877 -7.852 0.504  0.000
H: 3.827 -5.605 0.812  0.000
H: 3.665 -3.322 0.901  0.000
H: 3.819 -1.065 0.376  0.000
H: 3.025 -0.838 1.927  0.000
H: 2.086 0.109 -0.810  0.000
H: 2.682 1.150 0.513  0.000
H: 1.563 0.249 2.613  0.000
H: -0.740 2.355 3.965  0.000
H: -2.382 1.602 5.594  0.000
H: -2.929 -0.815 5.767  0.000
H: -1.843 -2.428 4.240  0.000
Br: -6.656 -1.403 0.218  0.002
C: -4.775 -1.548 0.202  0.007
C: -4.044 -1.052 -0.863  -0.002
C: -2.667 -1.136 -0.811  0.006
N: -1.999 -1.659 0.225  -0.007
C: -2.730 -2.213 1.201  0.007
C: -4.109 -2.171 1.243  -0.002
H: -4.534 -0.614 -1.721  0.000
H: -2.068 -0.813 -1.649  0.000
H: -2.174 -2.713 1.980  0.000
H: -4.644 -2.613 2.070  0.000
C: 1.793 -2.527 -5.242  0.002
Si: 0.507 -1.324 -4.570  0.013
C: 0.964 0.457 -5.001  0.002
C: -1.185 -1.730 -5.304  0.002
C: 0.409 -1.483 -2.746  0.057
C: 0.310 -1.602 -1.535  -0.034
H: 1.846 -2.497 -6.333  0.000
H: 1.545 -3.547 -4.942  0.000
H: 2.785 -2.298 -4.848  0.000
H: 0.964 0.617 -6.081  0.000
H: 1.956 0.712 -4.622  0.000
H: 0.255 1.158 -4.552  0.000
H: -1.154 -1.745 -6.396  0.000
H: -1.933 -0.994 -5.000  0.000
H: -1.524 -2.710 -4.963  0.000
C: 1.750 4.620 -3.242  0.000
C: 0.403 4.607 -2.911  0.000
C: -0.078 3.670 -2.013  0.000
C: 0.767 2.730 -1.412  0.002
C: 2.115 2.756 -1.757  0.000
C: 2.601 3.699 -2.656  0.000
As: -0.303 1.259 -0.597  0.003
C: -1.466 2.410 0.481  0.000
C: -2.811 2.421 0.114  0.000
C: -3.734 3.214 0.772  0.000
C: -3.311 4.022 1.818  0.000
C: -1.972 4.047 2.166  0.000
C: -1.035 3.252 1.500  0.000
C: 0.389 3.370 1.902  0.000
C: 0.918 4.660 2.003  0.000
C: 2.185 4.884 2.511  0.000
C: 2.949 3.810 2.938  0.000
C: 2.447 2.526 2.807  0.000
C: 1.180 2.278 2.281  0.000
H: 2.130 5.335 -3.960  0.000
H: -0.278 5.321 -3.358  0.000
H: -1.135 3.664 -1.764  0.000
H: 2.822 2.058 -1.336  0.000
H: 3.655 3.699 -2.903  0.000
H: -3.127 1.804 -0.720  0.000
H: -4.773 3.208 0.470  0.000
H: -4.022 4.628 2.364  0.000
H: -1.636 4.678 2.980  0.000
H: 0.313 5.497 1.679  0.000
H: 2.570 5.893 2.588  0.000
H: 3.928 3.972 3.370  0.000
H: 3.055 1.688 3.130  0.000

=====

Density functional theory data (wB97M-V/def2-TZVPD) for a molecular structure, C12H15BrN4O2.

HOMO = -0.32098 Ha
LUMO = -0.0116 Eh

Each line ends with the Mulliken charge.
Positions of all 34 atoms, in Å:
O: 1.655 -0.817 2.695  -0.685
Br: 0.381 1.313 4.517  -0.143
N: -0.025 0.636 -1.427  -0.626
N: -1.013 2.790 -1.550  -0.704
O: -0.541 -1.931 -1.296  -0.675
C: 1.002 -0.008 1.982  0.455
C: 0.433 1.109 2.667  0.094
C: -0.203 2.075 2.054  -0.726
C: -0.499 1.717 -2.056  0.127
C: 0.200 0.833 -0.112  0.702
C: -0.868 2.932 -0.207  0.981
C: -0.203 1.924 0.544  0.460
N: -0.359 1.564 -3.399  -0.426
N: 0.843 -0.247 0.604  0.347
C: -1.653 3.942 0.482  -1.457
C: -0.408 -3.121 0.762  -1.682
C: 1.107 -3.815 -1.042  -1.610
C: 1.359 -1.434 -0.045  -1.746
C: 0.378 -2.543 -0.398  1.771
H: -0.465 -0.976 -1.172  0.381
H: -0.626 3.020 2.560  0.298
H: -0.827 2.300 -3.917  0.260
H: 0.180 0.797 -3.764  0.236
H: -2.338 3.462 1.250  0.371
H: -2.280 4.515 -0.217  0.333
H: -1.045 4.642 1.063  0.403
H: -1.278 -2.491 1.016  0.331
H: -0.711 -4.152 0.587  0.403
H: 0.112 -3.130 1.700  0.357
H: 1.786 -4.158 -0.307  0.373
H: 1.568 -3.359 -1.902  0.400
H: 0.383 -4.639 -1.268  0.394
H: 1.798 -0.889 -0.902  0.375
H: 2.157 -1.862 0.498  0.627

=====

Density functional theory data (wB97M-V/def2-TZVPD) for C5H7NO in the gas phase.

HOMO = -0.31151 Ha
LUMO = 0.0294 Eh
energy above the lowest of the compared OMol25 structures with the same formula, charge and spin = 2.943 eV

Each line ends with the Mulliken charge.
Positions of all 14 atoms, in Å:
O: -0.030 1.701 -0.489  -0.511
C: -0.191 0.335 -0.572  0.307
C: 1.162 -0.385 -0.653  -0.472
C: 1.996 0.133 0.459  0.301
N: 2.548 0.676 1.321  -0.455
C: -1.648 -0.273 -0.407  -0.388
C: -1.059 -0.483 0.899  -0.700
H: 0.713 1.883 0.122  0.326
H: 0.969 -1.442 -0.509  0.300
H: 1.763 -0.267 -1.571  0.278
H: -2.388 0.522 -0.475  0.257
H: -1.897 -1.154 -0.996  0.239
H: -0.771 -1.498 1.203  0.269
H: -1.255 0.195 1.724  0.250

=====

Density functional theory data (wB97M-V/def2-TZVPD) for 2 unconnected molecules or ions with the total composition C2H4N4.

HOMO (spin up / spin down) = -0.32064 / -0.32066 Ha
LUMO (spin up / spin down) = 0.0258 / 0.0258 Eh
energy above the lowest of the compared OMol25 structures with the same formula, charge and spin = 3.719 eV

Each line ends with the Mulliken charge.
Positions of all 10 atoms, in Å:
C: -1.497 -0.378 0.054  -0.774
N: 0.427 0.189 -0.021  0.359
C: 0.788 1.180 0.481  0.031
N: 2.925 -0.289 -0.402  0.025
N: 2.468 -1.256 -0.672  -0.061
N: -0.119 -0.870 -0.352  -0.734
H: -1.544 -0.015 1.102  0.290
H: -2.113 -1.236 -0.110  0.284
H: -1.802 0.484 -0.574  0.267
H: 0.467 2.192 0.495  0.311